# 1
C18H26BN10ORe | ωB97M-V with the def2-TZVPD basis set

```
57
Properties=species:S:1:pos:R:3
Re -0.4617 0.1595 0.4749
C 2.5472 -1.8910 -1.8495
C 1.8946 -1.7245 -0.6585
N 1.2215 -0.5499 -0.6632
N 1.4744 0.0438 -1.8554
C 2.2521 -0.7507 -2.5933
B 0.7618 1.3450 -2.1984
N 0.8442 2.3305 -0.9788
C 1.3436 3.5470 -0.9281
C 1.1505 4.0778 0.3548
C 0.4861 3.0816 1.0310
N 0.2924 1.9986 0.2331
N -0.7437 1.0621 -2.3955
C -1.5657 1.0322 -3.4649
C -2.8193 0.5452 -3.0555
C -2.6721 0.3023 -1.7009
N -1.4211 0.6119 -1.2855
N 1.4255 1.9734 -3.3701
C 2.7693 2.1651 -3.5666
C 2.9156 2.9377 -4.6873
C 1.5971 3.2087 -5.1028
N 0.6894 2.6965 -4.3057
H 3.2073 -2.7040 -2.1696
H 1.8616 -2.3732 0.1860
H 2.5929 -0.5052 -3.5723
H 1.7944 3.9580 -1.7993
H 1.4475 5.0385 0.7141
H 0.1205 3.0535 2.0486
H -1.2181 1.3894 -4.4154
H -3.7261 0.4353 -3.6254
H -3.3982 -0.0208 -0.9888
H 3.5224 1.6892 -2.9587
H 3.8320 3.1760 -5.1823
H 1.3249 3.8607 -5.9062
C -1.7689 -1.5902 4.7040
N -0.6903 -1.2754 3.7692
C 0.1786 -0.1190 4.0827
C -0.5297 -1.9701 2.6355
O 0.0451 -1.3922 1.6038
N -0.9159 -3.2287 2.4769
C -1.1976 -3.7199 1.1047
C -1.0864 -4.2159 3.5483
H -2.2651 -0.6415 5.0080
H -1.3887 -2.0290 5.6000
H -2.4932 -2.2350 4.2190
H 0.4774 -0.1730 5.1222
H -0.3322 0.8134 3.8983
H 1.0896 -0.1855 3.4786
H -1.7250 -2.9140 0.5679
H -1.9231 -4.5407 1.2350
H -0.2915 -4.0319 0.5920
H -0.5651 -3.8457 4.4166
H -0.6048 -5.1404 3.2179
H -2.1384 -4.4210 3.7385
C -2.0362 0.5169 1.5307
H -2.3915 -0.1501 2.3156
H -2.7899 1.2888 1.3700
```

**HOMO-LUMO gap (spin up / spin down)**: 6.943 / 6.540 eV
**E_tot**: -1426.9570 hartree
**Multiplicity**: 3
**ΔE to the lowest compared entry with this formula, charge and spin**: 0.0 kcal/mol
**Net charge**: +2
**Lowest unoccupied orbital energy (spin up / spin down)**: -7.2907 / -7.7043 eV

Table of Mulliken atomic charges, one value per atom, all in e: atom 1 (Re): 1.7910, atom 2 (C): -1.2608, atom 3 (C): -0.3377, atom 4 (N): -0.5909, atom 5 (N): 0.3704, atom 6 (C): 0.0921, atom 7 (B): 0.4966, atom 8 (N): 0.9673, atom 9 (C): 0.0852, atom 10 (C): -1.2641, atom 11 (C): -0.0523, atom 12 (N): -0.9636, atom 13 (N): 0.4840, atom 14 (C): 0.1462, atom 15 (C): -1.2989, atom 16 (C): 0.0504, atom 17 (N): -0.8693, atom 18 (N): 0.3532, atom 19 (C): -0.2777, atom 20 (C): -0.8546, atom 21 (C): -0.3599, atom 22 (N): -0.9735, atom 23 (H): 0.4298, atom 24 (H): 0.6657, atom 25 (H): 0.6392, atom 26 (H): 0.4868, atom 27 (H): 0.4640, atom 28 (H): 0.4433, atom 29 (H): 0.5741, atom 30 (H): 0.4428, atom 31 (H): 0.5126, atom 32 (H): 0.5952, atom 33 (H): 0.4669, atom 34 (H): 0.4840, atom 35 (C): -1.2826, atom 36 (N): 0.2081, atom 37 (C): -1.0807, atom 38 (C): 0.3235, atom 39 (O): -0.7215, atom 40 (N): 0.0842, atom 41 (C): -0.8472, atom 42 (C): -1.2089, atom 43 (H): 0.3968, atom 44 (H): 0.3928, atom 45 (H): 0.4565, atom 46 (H): 0.4443, atom 47 (H): 0.3441, atom 48 (H): 0.3225, atom 49 (H): 0.2605, atom 50 (H): 0.4276, atom 51 (H): 0.2662, atom 52 (H): 0.3893, atom 53 (H): 0.4439, atom 54 (H): 0.3972, atom 55 (C): -0.6945, atom 56 (H): 0.2975, atom 57 (H): 0.4427

---

# 2
C14H17AlBeF2LiNO14S2 | ωB97M-V with the def2-TZVPD basis set

```
53
Properties=species:S:1:pos:R:3
O 2.6228 -1.3035 -3.0550
C 2.4003 0.0354 -3.0091
O 3.3640 0.9732 -2.3573
C 1.0448 0.6882 -3.7321
C 0.3379 1.4363 -2.4376
O -0.5009 0.3378 -1.8799
S -1.3088 -0.1593 -3.3361
O -2.1708 0.9108 -4.0690
O -2.1367 -1.3748 -2.8536
O 0.1285 -0.3930 -4.2246
H 1.2682 1.3781 -4.6675
H 1.0148 1.7954 -1.5532
H -0.2306 2.3734 -2.8635
Li -3.2708 -0.8043 -1.0994
C 5.7857 -1.8169 -1.2112
O 4.7107 -1.7702 -0.5662
O 5.5741 -1.5711 -2.4964
O 6.9610 -2.0471 -0.8484
H 4.6144 -1.4591 -2.3393
Al 4.6292 -0.1066 0.1814
N 4.1254 0.9023 4.1918
C 3.4902 0.8261 5.3818
C 4.1367 0.6075 6.5878
C 5.5190 0.4533 6.5750
C 6.2012 0.5248 5.3648
C 5.4674 0.7505 4.2113
H 2.4120 0.9495 5.3391
H 3.5761 0.5582 7.5144
H 6.0602 0.2791 7.5004
H 7.2781 0.4082 5.3212
H 5.9545 0.8181 3.2426
C 8.5480 1.9287 8.1993
O 8.9992 2.8132 8.9104
O 8.5235 1.9510 6.9633
O 8.0460 0.8743 8.6054
F 7.3292 3.5461 9.0096
C -8.4655 -2.4241 -3.7372
C -8.7804 -1.0631 -4.3561
C -8.8964 -0.0555 -3.2136
S -7.8575 -0.6712 -1.8971
O -8.6989 -1.0240 -0.7730
O -6.7008 0.1912 -1.7594
C -7.3605 -2.1701 -2.7227
H -8.1575 -3.1525 -4.4930
H -9.3566 -2.8156 -3.2320
H -7.9631 -0.7691 -5.0258
H -9.6982 -1.0920 -4.9517
H -8.5507 0.9364 -3.5154
H -9.9209 0.0057 -2.8364
H -7.2498 -2.9775 -1.9969
H -6.4056 -1.9771 -3.2206
Be -0.2209 4.0793 -2.3145
F -6.2209 -0.3341 -4.4549
```

**HOMO-LUMO gap**: 1.010 eV
**E_tot**: -2911.8263 hartree
**Net charge**: 0
**Lowest unoccupied orbital energy**: -7.5136 eV

Table of Mulliken atomic charges, one value per atom, all in e: atom 1 (O): -0.6732, atom 2 (C): 0.4041, atom 3 (O): -0.6263, atom 4 (C): 0.2236, atom 5 (C): -0.4764, atom 6 (O): -0.3534, atom 7 (S): 1.1013, atom 8 (O): -0.4488, atom 9 (O): -0.6589, atom 10 (O): -0.2442, atom 11 (H): 0.3634, atom 12 (H): 0.4676, atom 13 (H): 0.2597, atom 14 (Li): 0.9379, atom 15 (C): 0.7999, atom 16 (O): -0.3531, atom 17 (O): -0.3811, atom 18 (O): -0.6222, atom 19 (H): 0.3565, atom 20 (Al): 0.6394, atom 21 (N): -0.3873, atom 22 (C): -0.1731, atom 23 (C): -0.5573, atom 24 (C): -0.0597, atom 25 (C): -0.5211, atom 26 (C): -0.0997, atom 27 (H): 0.3404, atom 28 (H): 0.3523, atom 29 (H): 0.4410, atom 30 (H): 0.3622, atom 31 (H): 0.3062, atom 32 (C): 0.9656, atom 33 (O): -0.2161, atom 34 (O): -0.3438, atom 35 (O): -0.4004, atom 36 (F): -0.2349, atom 37 (C): -0.6355, atom 38 (C): -0.5923, atom 39 (C): -0.6234, atom 40 (S): 1.0987, atom 41 (O): -0.6650, atom 42 (O): -0.6515, atom 43 (C): -0.7335, atom 44 (H): 0.3155, atom 45 (H): 0.3146, atom 46 (H): 0.2624, atom 47 (H): 0.3793, atom 48 (H): 0.3133, atom 49 (H): 0.3800, atom 50 (H): 0.4653, atom 51 (H): 0.3846, atom 52 (Be): 0.1251, atom 53 (F): -0.6276

---

# 3
C42H39N2O8S | ωB97M-V with the def2-TZVPD basis set

```
92
Properties=species:S:1:pos:R:3
C -4.7186 -1.6308 1.8533
C -3.9319 -1.4729 0.6120
O -4.0624 -0.3817 0.0290
O -4.0194 -1.1840 -2.1796
C -2.3835 0.0561 1.3032
C -1.7298 -0.5146 2.5316
C -1.6082 0.9642 0.4880
C -0.1918 1.0210 0.5655
C 0.4034 0.4139 1.7223
C -0.6669 0.5456 2.8187
C -0.1169 0.6761 4.2368
N 0.4610 -0.4331 4.8886
C 1.7942 -0.8501 4.5713
C 0.0715 -0.6178 6.2412
C 0.8716 1.7725 4.0894
C 1.5721 2.1367 2.9622
C 2.5578 3.1248 3.4129
O 3.5262 3.5969 2.6308
C 4.5091 4.4566 3.3182
C 5.5550 4.7346 2.2847
C 5.8560 6.0489 1.9124
C 6.8519 6.3085 0.9664
C 7.5401 5.2461 0.3661
C 7.2293 3.9235 0.7270
C 6.2180 3.6715 1.6670
N 2.3500 3.4487 4.6669
O 1.2222 2.5416 5.1308
C 1.7205 1.1458 1.9525
O 2.6724 0.8318 1.2365
O 0.5095 1.9443 -0.1481
S 0.0600 -2.7227 0.1684
C 0.7661 -2.2537 -1.2714
C 1.8034 -1.2757 -1.3063
C 2.5129 -1.0233 -2.4664
C 2.1894 -1.6977 -3.6498
C 1.1016 -2.5788 -3.6836
C 0.3935 -2.8489 -2.5194
C -2.0943 2.1630 0.1058
O -2.4925 2.6160 -0.9175
H -3.7829 -1.3052 -3.1532
C -4.0036 -2.4409 -1.5994
C -3.7163 -2.7445 -0.2260
C -3.6546 -4.1176 0.0918
C -3.6387 -5.0679 -0.9590
C -3.7483 -4.7569 -2.3387
C -3.9412 -3.4186 -2.6280
O -3.6110 -2.8070 -3.8289
C -3.8878 -2.9653 -5.2397
C -2.8234 -2.1002 -5.8667
C -1.6193 -2.7180 -6.2039
C -0.6206 -2.0210 -6.8797
C -0.8103 -0.6723 -7.1987
C -1.9664 -0.0115 -6.7685
C -2.9513 -0.7117 -6.0642
H -4.1698 -2.2191 2.5970
H -4.9666 -0.6354 2.2433
H -5.6239 -2.1535 1.4650
H -3.3325 0.5039 1.6309
H -2.4728 -0.5434 3.3488
H -1.2657 -1.5144 2.4567
H 0.4903 -0.6492 1.4052
H -1.2072 1.5053 2.6572
H -0.9585 1.0732 4.8262
H 1.9138 -1.8352 5.0292
H 1.9567 -0.9224 3.4938
H 2.5748 -0.1944 4.9843
H 0.4183 -1.5885 6.5671
H 0.4806 0.1286 6.9254
H -1.0112 -0.5687 6.3274
H 4.0256 5.3798 3.6574
H 4.9122 3.9100 4.1860
H 5.3085 6.8507 2.4008
H 7.0734 7.3378 0.6838
H 8.3153 5.4437 -0.3785
H 7.7560 3.0890 0.2586
H 5.9641 2.6446 1.9387
H 2.0094 -0.7057 -0.3980
H 3.3157 -0.2767 -2.4435
H 2.7607 -1.5068 -4.5535
H 0.8175 -3.0630 -4.6220
H -0.4712 -3.5048 -2.5292
H 0.0762 2.1967 -1.0011
H -3.6193 -4.4254 1.1657
H -3.8335 -6.1140 -0.6979
H -3.5296 -5.4518 -3.1813
H -3.8007 -4.0279 -5.4138
H -4.8758 -2.5534 -5.4516
H -1.5078 -3.7806 -5.9730
H 0.3085 -2.5288 -7.1462
H -0.0209 -0.1199 -7.7021
H -2.0945 1.0569 -6.9619
H -3.8606 -0.1971 -5.7295
```

**HOMO-LUMO gap (spin up / spin down)**: 3.434 / 4.568 eV
**E_tot**: -2733.0308 hartree
**Multiplicity**: 2
**ΔE to the lowest compared entry with this formula, charge and spin**: 167.8 kcal/mol
**Net charge**: 0
**Lowest unoccupied orbital energy (spin up / spin down)**: -2.4441 / -1.4067 eV

Table of Mulliken atomic charges, one value per atom, all in e: atom 1 (C): -1.6924, atom 2 (C): 1.5485, atom 3 (O): -0.5650, atom 4 (O): -0.6694, atom 5 (C): -0.7150, atom 6 (C): -0.9401, atom 7 (C): 0.0760, atom 8 (C): 0.5935, atom 9 (C): 1.9277, atom 10 (C): -1.0277, atom 11 (C): -0.8307, atom 12 (N): 0.2345, atom 13 (C): -0.7306, atom 14 (C): -1.0695, atom 15 (C): -0.1196, atom 16 (C): 1.2319, atom 17 (C): -1.1686, atom 18 (O): -0.1536, atom 19 (C): -0.8061, atom 20 (C): 0.7887, atom 21 (C): -0.4724, atom 22 (C): -0.5457, atom 23 (C): -0.3819, atom 24 (C): -0.5341, atom 25 (C): -0.3119, atom 26 (N): -0.6492, atom 27 (O): -0.3878, atom 28 (C): 0.3643, atom 29 (O): -0.7575, atom 30 (O): -0.5777, atom 31 (S): -0.4260, atom 32 (C): 0.1615, atom 33 (C): -0.1852, atom 34 (C): -0.6430, atom 35 (C): -0.5609, atom 36 (C): -0.3608, atom 37 (C): -0.3875, atom 38 (C): -0.3916, atom 39 (O): -0.3766, atom 40 (H): 0.4254, atom 41 (C): -0.0555, atom 42 (C): 0.4893, atom 43 (C): -0.5677, atom 44 (C): -0.7924, atom 45 (C): -0.5237, atom 46 (C): 0.4442, atom 47 (O): 0.0979, atom 48 (C): -1.1678, atom 49 (C): 0.6929, atom 50 (C): -0.1109, atom 51 (C): -0.4584, atom 52 (C): -0.3985, atom 53 (C): -0.7329, atom 54 (C): -0.3443, atom 55 (H): 0.3078, atom 56 (H): 0.4181, atom 57 (H): 0.4665, atom 58 (H): 1.0181, atom 59 (H): 0.5818, atom 60 (H): 0.1918, atom 61 (H): -0.3802, atom 62 (H): 0.4989, atom 63 (H): 1.0491, atom 64 (H): 0.3971, atom 65 (H): 0.1584, atom 66 (H): 0.2907, atom 67 (H): 0.3727, atom 68 (H): 0.3061, atom 69 (H): 0.3230, atom 70 (H): 0.3234, atom 71 (H): 0.3700, atom 72 (H): 0.3219, atom 73 (H): 0.3628, atom 74 (H): 0.3556, atom 75 (H): 0.3650, atom 76 (H): 0.3533, atom 77 (H): 0.4490, atom 78 (H): 0.3933, atom 79 (H): 0.3479, atom 80 (H): 0.3593, atom 81 (H): 0.3912, atom 82 (H): 0.5115, atom 83 (H): 0.3195, atom 84 (H): 0.3473, atom 85 (H): 0.3369, atom 86 (H): 0.4904, atom 87 (H): 0.3103, atom 88 (H): 0.2973, atom 89 (H): 0.3848, atom 90 (H): 0.3661, atom 91 (H): 0.3747, atom 92 (H): 0.3826

---

# 4
C5H13NO2 | ωB97M-V with the def2-TZVPD basis set

```
21
Properties=species:S:1:pos:R:3
C -3.3573 -0.0406 0.1776
N -0.0489 -0.8578 2.0269
C -1.1306 -0.2827 1.3576
C -2.0358 0.6327 0.1615
C -0.6410 0.5609 0.2103
C 0.0828 -0.2006 -0.9086
H -3.9369 0.3857 -0.6147
H -3.2560 -1.1060 0.1073
H -3.8182 0.2296 1.1348
H -1.7015 0.2120 2.1610
H 0.8014 -0.5330 1.5397
H -0.7554 -1.5322 1.3363
H -0.0448 1.4265 0.4825
H -0.1396 -1.2545 -0.8784
H -0.3781 0.1547 -1.8157
H 1.1475 0.0259 -0.9823
H 3.3431 -1.4593 -2.0765
O 2.7148 -0.7442 -2.0017
H 3.6291 0.9959 0.1336
H 2.8674 0.4636 -1.2009
O 2.9162 1.2288 -0.4741
```

**HOMO-LUMO gap**: 3.772 eV
**E_tot**: -403.0967 hartree
**ΔE to the lowest compared entry with this formula, charge and spin**: 301.1 kcal/mol
**Net charge**: 0
**Lowest unoccupied orbital energy**: -3.0270 eV

Table of Mulliken atomic charges, one value per atom, all in e: atom 1 (C): -1.0806, atom 2 (N): -0.5165, atom 3 (C): -0.5286, atom 4 (C): -0.1062, atom 5 (C): 0.5192, atom 6 (C): -0.7654, atom 7 (H): 0.3705, atom 8 (H): 0.3577, atom 9 (H): 0.3481, atom 10 (H): 0.3972, atom 11 (H): 0.3557, atom 12 (H): 0.4454, atom 13 (H): 0.3902, atom 14 (H): 0.3887, atom 15 (H): 0.4069, atom 16 (H): -0.0591, atom 17 (H): 0.1472, atom 18 (O): -0.9973, atom 19 (H): 0.2471, atom 20 (H): 0.4276, atom 21 (O): -0.7477

---

# 5
CH6S | ωB97M-V with the def2-TZVPD basis set

```
8
Properties=species:S:1:pos:R:3
C -0.0260 -0.2500 1.6078
H 0.5252 -0.9428 0.9197
H -1.0364 -0.1791 1.2506
H 0.1695 -0.5390 2.5976
H 0.3511 0.7920 1.4792
S 0.5860 0.6380 -2.7338
H -0.3767 0.8002 -1.8126
H -0.1927 -0.3193 -3.3085
```

**SMILES**: C.S
**HOMO-LUMO gap**: 10.690 eV
**E_tot**: -439.8596 hartree
**ΔE to the lowest compared entry with this formula, charge and spin**: 3.8 kcal/mol
**Net charge**: 0
**Lowest unoccupied orbital energy**: 0.8876 eV

Table of Mulliken atomic charges, one value per atom, all in e: atom 1 (C): -0.9625, atom 2 (H): 0.2191, atom 3 (H): 0.2371, atom 4 (H): 0.2899, atom 5 (H): 0.2234, atom 6 (S): -0.2840, atom 7 (H): 0.1298, atom 8 (H): 0.1472

---

# 6
C6H18B2F8O3RbS3 | ωB97M-V with the def2-TZVPD basis set

```
41
Properties=species:S:1:pos:R:3
Rb 0.1446 0.4001 -0.8997
B 0.1423 1.8656 1.8541
F 1.0052 0.8041 2.0256
F 0.8187 3.0177 1.9176
F -0.3615 1.5762 0.5913
F -0.9063 1.7818 2.8274
B 0.5311 1.1195 -3.3285
F 1.7256 0.8622 -2.7217
F -0.0251 2.3429 -2.9269
F 0.7075 1.1764 -4.6882
F -0.4317 0.1727 -3.0464
C -2.1652 -1.8784 0.5287
S -0.8541 -2.6533 -0.4724
O -0.4029 -1.5248 -1.3833
C 0.3766 -2.8071 0.9000
H -2.5670 -2.7077 1.1109
H -2.9590 -1.6503 -0.1827
H -1.9105 -1.0499 1.1896
H 0.6126 -1.8722 1.4084
H 1.3416 -2.9588 0.4164
H 0.2634 -3.6255 1.6109
C 3.0326 0.0099 1.2572
S 2.5697 -1.3968 0.1772
O 1.3317 -0.9775 -0.6875
C 4.0087 -1.2604 -1.0082
H 3.9765 -0.0955 1.7920
H 2.4024 0.2791 2.1048
H 3.1170 0.8755 0.6002
H 3.9023 -1.9967 -1.8048
H 4.9156 -1.3299 -0.4075
H 4.1161 -0.3137 -1.5377
C -2.7865 2.2276 -0.7866
S -3.1162 0.4791 -0.2659
O -1.7616 -0.1958 -0.5512
C -3.1299 0.8420 1.5265
H -1.8786 2.5829 -0.2993
H -3.6397 2.8812 -0.6049
H -2.7505 2.2331 -1.8760
H -2.2628 1.4916 1.6455
H -3.0781 -0.0503 2.1503
H -4.0547 1.3230 1.8450
```

**HOMO-LUMO gap**: 6.989 eV
**E_tot**: -2532.3055 hartree
**ΔE to the lowest compared entry with this formula, charge and spin**: 323.0 kcal/mol
**Net charge**: -1
**Lowest unoccupied orbital energy**: 2.2410 eV

Table of Mulliken atomic charges, one value per atom, all in e: atom 1 (Rb): 1.4922, atom 2 (B): 0.1052, atom 3 (F): -0.2603, atom 4 (F): -0.3323, atom 5 (F): -0.0768, atom 6 (F): -0.4606, atom 7 (B): 0.3629, atom 8 (F): -0.2392, atom 9 (F): -0.4110, atom 10 (F): -0.3527, atom 11 (F): -0.3542, atom 12 (C): -0.5076, atom 13 (S): 0.0367, atom 14 (O): -0.4059, atom 15 (C): -0.7825, atom 16 (H): 0.4632, atom 17 (H): 0.4546, atom 18 (H): -0.4252, atom 19 (H): 0.0442, atom 20 (H): 0.4043, atom 21 (H): 0.4725, atom 22 (C): -0.9262, atom 23 (S): 0.1767, atom 24 (O): -0.4575, atom 25 (C): -1.1409, atom 26 (H): 0.5581, atom 27 (H): 0.3209, atom 28 (H): 0.1915, atom 29 (H): 0.3600, atom 30 (H): 0.4358, atom 31 (H): 0.2874, atom 32 (C): -0.8072, atom 33 (S): 0.1649, atom 34 (O): -0.5566, atom 35 (C): -0.7169, atom 36 (H): 0.1044, atom 37 (H): 0.4646, atom 38 (H): 0.3749, atom 39 (H): 0.0932, atom 40 (H): 0.3722, atom 41 (H): 0.4730

---

Number 2 is which compound? C14H17AlBeF2LiNO14S2